one.
{
  "formula": "C8H16N2O",
  "method": "ωB97M-V with the def2-TZVPD basis set",
  "homo_lumo_gap_ha": [0.2127, 0.3314],
  "species": ["O", "N", "N", "C", "C", "C", "C", "C", "C", "C", "C", "H", "H", "H", "H", "H", "H", "H", "H", "H", "H", "H", "H", "H", "H", "H", "H"],
  "coordinates": [[2.70572, -2.02436, 1.01872], [1.15608, -0.35989, -0.08358], [0.08835, -1.03906, -0.15644], [1.88317, 2.03983, -0.79896], [-1.20784, -0.44437, 0.11403], [-1.56247, 0.66072, -0.84023], [1.98277, -2.81006, 1.62371], [1.34640, 1.03375, 0.24406], [-1.36999, 0.10183, 1.52366], [-2.06944, -1.71059, -0.12180], [2.84168, 1.35979, 0.17161], [-2.62815, 1.00233, -0.90055], [-0.56513, -0.32784, 2.15380], [0.83902, -2.52250, 1.71076], [3.23157, 0.48609, -0.29402], [-2.49520, -2.04831, 0.81022], [1.59229, 2.98928, -0.55510], [-1.37647, 1.12274, 1.72554], [-2.16916, -0.40872, 1.93078], [-1.41359, 0.34627, -1.89937], [-2.85072, -1.46404, -0.83718], [0.84720, 1.30434, 1.16337], [-0.97485, 1.47983, -0.57318], [1.86811, 1.92710, -1.85878], [1.97633, -0.98376, 0.41874], [3.19350, 2.02049, 0.97747], [-1.27501, -2.49843, -0.42045]],
  "nbo_charge": [-0.5417, -0.3372, -0.2169, -0.4058, 0.0272, -0.6200, 0.2982, -0.1164, -0.6251, -0.6043, -0.4294, 0.2182, 0.2048, 0.1281, 0.2329, 0.1969, 0.2067, 0.2116, 0.2203, 0.2146, 0.2072, 0.2111, 0.2090, 0.2275, 0.4004, 0.2322, 0.2500]
}

two.
{
  "formula": "C8H16N2O",
  "method": "ωB97M-V with the def2-TZVPD basis set",
  "smiles": "C/C(CC(C)C)=N/N(C)C=O",
  "homo_lumo_gap_ha": 0.3524,
  "species": ["O", "N", "N", "C", "C", "C", "C", "C", "C", "C", "C", "H", "H", "H", "H", "H", "H", "H", "H", "H", "H", "H", "H", "H", "H", "H", "H"],
  "coordinates": [[-1.27044, 1.04306, 2.57296], [-1.98610, 0.00115, -0.12437], [-1.88625, 1.30791, 0.27834], [0.33928, -0.34079, 0.61125], [-1.00441, -0.76053, 0.03873], [1.64181, -0.98295, 0.00394], [-2.33435, 2.36944, -0.63603], [-1.35917, 1.69438, 1.49958], [1.72743, -0.73974, -1.48843], [2.82829, -0.47348, 0.77735], [-1.17243, -2.14340, -0.50549], [-1.92822, 3.34638, -0.41248], [-1.33626, -2.06169, -1.50215], [-2.10870, -2.48624, -0.12471], [-1.31718, 2.86454, 1.54981], [1.56735, 0.44784, -1.69368], [3.52103, -1.19257, 1.07325], [0.47910, 0.71342, 0.34026], [3.27321, 0.35357, 0.16659], [-0.34030, -2.85047, -0.22159], [2.66855, -0.90664, -1.89184], [1.55017, -2.05449, 0.31016], [-2.04529, 1.97342, -1.53861], [1.06657, -1.27499, -2.06923], [0.25356, -0.20352, 1.64396], [2.55628, -0.01523, 1.72069], [-3.38352, 2.37161, -0.37828]],
  "nbo_charge": [-0.6311, -0.2977, -0.2867, -0.4957, 0.3421, -0.2213, -0.4011, 0.4895, -0.5906, -0.6034, -0.6616, 0.2147, 0.2293, 0.2411, 0.1143, 0.1866, 0.2153, 0.2089, 0.2005, 0.2162, 0.2136, 0.1983, 0.2128, 0.2098, 0.2709, 0.2137, 0.2114]
}

Stability comparison, relative energies in hartree: one 0.1714; two 0.0000

one.
{
  "formula": "C3H6NO2",
  "method": "ωB97M-V with the def2-TZVPD basis set",
  "charge": -1,
  "homo_lumo_gap_ha": 0.3023,
  "species": ["O", "O", "N", "C", "C", "C", "H", "H", "H", "H", "H", "H"],
  "coordinates": [[0.27726, -0.86857, 1.42831], [0.53936, -1.76946, 3.47167], [0.80299, 1.61550, -0.67826], [-1.22240, 0.73671, -1.68998], [0.05275, 0.57325, -1.29198], [0.29408, -1.81171, 2.24939], [0.48653, -0.42675, -1.23188], [-1.88913, 1.47038, -1.23326], [-1.58697, 0.31623, -2.62085], [0.45809, 1.80256, 0.26435], [0.07019, -2.84560, 1.83783], [1.71725, 1.20745, -0.50534]],
  "nbo_charge": [-0.8167, -0.7850, -0.8472, -0.5168, 0.0299, 0.6276, 0.2138, 0.1781, 0.1889, 0.3854, -0.0184, 0.3603]
}

two.
{
  "formula": "C3H6NO2",
  "method": "ωB97M-V with the def2-TZVPD basis set",
  "smiles": "O=CCNC[O-]",
  "charge": -1,
  "homo_lumo_gap_ha": 0.2632,
  "species": ["O", "O", "N", "C", "C", "C", "H", "H", "H", "H", "H", "H"],
  "coordinates": [[1.49779, -1.18240, 0.60500], [-2.60842, 0.22144, 0.27446], [0.63281, 0.49093, -0.95262], [1.79971, -0.42683, -0.43051], [-0.17860, 0.92559, 0.18811], [-1.41153, 0.04926, 0.37744], [2.56927, 0.34736, -0.16753], [0.46666, 0.69625, 1.05143], [-0.60512, 1.91986, 0.00830], [2.15424, -0.95210, -1.34716], [-1.17005, -1.06089, 0.42111], [0.12445, -0.31812, -1.33418]],
  "nbo_charge": [-0.9306, -0.5912, -0.6680, 0.1303, -0.3780, 0.4423, 0.0538, 0.2564, 0.1776, 0.0789, 0.1031, 0.3253]
}

three.
{
  "formula": "C3H6NO2",
  "method": "ωB97M-V with the def2-TZVPD basis set",
  "charge": -1,
  "homo_lumo_gap_ha": 0.3067,
  "species": ["O", "O", "N", "C", "C", "C", "H", "H", "H", "H", "H", "H"],
  "coordinates": [[0.83330, -0.06045, -1.40947], [1.30395, -2.09841, -0.53293], [-1.04693, 1.29630, 0.54690], [0.00471, 0.83509, 1.42469], [-1.61186, 0.43447, -0.17970], [1.35840, -1.18632, -1.37397], [0.95224, 0.72401, 0.87705], [0.02946, 1.51058, 2.27488], [2.01459, -1.35016, -2.29755], [-1.36307, -0.62878, -0.16293], [-0.05979, -0.24627, 1.67236], [-2.41502, 0.76997, -0.83933]],
  "nbo_charge": [-0.7933, -0.7888, -0.4285, -0.4798, -0.0338, 0.6363, 0.2497, 0.1743, -0.0316, 0.1655, 0.1880, 0.1420]
}

Stability comparison, relative energies in hartree: one 0.0190; two 0.0529; three 0.0000